1.
2 unconnected molecules or ions with the total composition C17H34BFN2O11PS. Source: OMol25; level of theory: ωB97M-V/def2-TZVPD.

```
68
Properties=species:S:1:pos:R:3
C -2.535 -0.663 1.323
C -1.550 -0.706 2.349
C -0.469 -0.664 3.610
C 0.094 0.905 3.667
C 1.367 1.182 2.671
C 1.123 2.342 1.536
C 1.620 3.785 2.136
C 0.424 4.772 2.664
F -0.593 4.128 3.526
O -0.267 2.512 0.996
B -0.229 3.002 -0.420
C -1.518 2.715 -1.399
N -2.640 3.649 -0.909
C -3.660 2.869 -0.109
O 1.152 2.815 -0.952
C 1.824 1.945 0.071
C 1.451 0.440 -0.548
O 1.396 0.430 -2.021
C 0.891 -0.845 -2.553
O 1.998 -1.763 -2.973
C 1.273 -2.994 -3.372
C 2.166 -4.014 -4.316
O 2.722 -5.135 -3.534
P 3.728 1.966 -0.071
N 4.389 3.443 0.192
O 4.214 1.520 -1.703
O 4.500 0.867 1.089
H -3.244 -1.039 0.446
H 0.385 -1.457 3.513
H -1.081 -0.802 4.621
H -0.842 1.581 3.483
H 0.418 1.067 4.803
H 1.683 0.129 2.218
H 2.280 1.494 3.371
H 2.369 3.649 3.050
H 2.139 4.357 1.225
H -0.074 5.251 1.690
H 0.935 5.667 3.255
H -0.273 4.185 -0.297
H -1.816 1.574 -1.297
H -1.262 2.960 -2.539
H -3.061 4.176 -1.706
H -3.194 2.649 0.946
H -3.894 1.847 -0.633
H -4.639 3.495 0.042
H 0.428 0.066 -0.076
H 2.335 -0.264 -0.177
H 0.314 -0.580 -3.559
H 0.234 -1.413 -1.769
H 0.892 -3.501 -2.376
H 0.307 -2.725 -3.995
H 1.400 -4.463 -5.110
H 2.966 -3.359 -4.864
H 2.289 -5.163 -2.611
H 4.900 3.776 -0.666
H 5.037 2.018 -1.988
H 5.241 0.451 0.521
C -4.356 -4.828 -0.405
C -3.601 -5.954 0.297
O -2.222 -5.684 0.057
S -2.005 -4.070 -0.031
O -1.548 -3.605 1.260
O -1.318 -3.768 -1.265
O -3.573 -3.655 -0.195
H -4.419 -5.008 -1.483
H -5.363 -4.692 -0.001
H -3.873 -6.940 -0.085
H -3.767 -5.925 1.379
```

Calculated values
Net charge   -1
Maximum force   0.191 hartree/bohr
Lowest unoccupied orbital energy   1.8 eV

=====

2.
A molecular structure, C13H28NiO9P. Source: OMol25; level of theory: ωB97M-V/def2-TZVPD.

```
52
Properties=species:S:1:pos:R:3
Ni 0.137 0.298 -0.233
C 0.944 2.585 -1.982
C -0.499 2.477 -2.470
O -1.101 1.317 -1.822
C -2.387 1.508 -1.303
C -2.304 2.234 0.050
O -1.515 1.373 0.853
C -1.264 1.907 2.182
C -0.022 1.214 2.756
O 1.014 0.949 1.749
C 1.865 2.101 1.572
C 2.173 2.365 0.144
O 0.953 2.264 -0.642
H 1.667 1.936 -2.561
H 1.204 3.639 -2.050
H -1.063 3.337 -2.074
H -0.626 2.458 -3.580
H -2.981 2.133 -1.983
H -2.821 0.533 -1.252
H -1.809 3.193 -0.053
H -3.300 2.334 0.432
H -1.218 2.969 2.158
H -2.145 1.642 2.820
H 0.396 1.740 3.606
H -0.281 0.262 3.127
H 1.520 3.055 2.019
H 2.824 1.923 1.978
H 2.626 3.398 0.011
H 2.931 1.698 -0.248
C 2.988 -1.905 -2.183
C 1.769 -1.113 -1.779
O 0.744 -1.066 -2.447
O 1.829 -0.605 -0.583
H 3.468 -1.720 -3.135
H 2.716 -2.960 -2.250
H 3.813 -1.753 -1.500
C 1.219 -3.168 1.474
O 0.327 -2.871 0.419
P -0.755 -1.711 0.370
O -1.321 -1.747 1.846
C -1.926 -3.021 2.330
O -1.892 -2.286 -0.564
C -1.559 -3.122 -1.676
H 1.287 -2.366 2.213
H 2.169 -3.301 0.993
H 0.913 -4.108 1.854
H -2.198 -3.650 1.492
H -2.873 -2.814 2.843
H -1.216 -3.547 2.994
H -2.484 -3.353 -2.191
H -1.035 -4.041 -1.361
H -0.903 -2.614 -2.363
```

Calculated values
Net charge   +1
Maximum force   0.051 hartree/bohr
Spin multiplicity   3
Lowest unoccupied orbital energy (spin up / spin down)   -1.9 / -2.4 eV

=====

3.
A single CH3OP molecule. Source: OMol25; level of theory: ωB97M-V/def2-TZVPD.

```
6
Properties=species:S:1:pos:R:3
C 0.866 0.089 0.223
O -1.511 -1.190 -0.545
P -0.724 0.038 -0.128
H 1.272 -0.889 -0.208
H 1.533 0.885 0.345
H -1.436 1.068 0.313
```

Calculated values
Maximum force   0.070 hartree/bohr
Relative energy (zero: lowest compared OMol25 entry of this formula, charge and spin)   96.7 kJ/mol
Lowest unoccupied orbital energy   0.2 eV

=====

4.
2 unconnected molecules or ions with the total composition CF4O2P. Source: OMol25; level of theory: ωB97M-V/def2-TZVPD.

```
8
Properties=species:S:1:pos:R:3
C -0.682 -0.538 0.046
O 0.099 1.656 -1.466
O 0.250 2.115 1.024
F -0.222 -1.260 1.062
F -0.451 -1.269 -1.063
F -1.971 -0.360 0.188
F 2.697 -1.529 0.305
P 0.279 1.184 -0.096
```

Calculated values
Net charge   -1
Maximum force   0.060 hartree/bohr
Relative energy (zero: lowest compared OMol25 entry of this formula, charge and spin)   431.6 kJ/mol
Lowest unoccupied orbital energy (spin up / spin down)   1.8 / 1.8 eV

=====

5.
2 unconnected molecules or ions with the total composition C2H10NOS2. Source: OMol25; level of theory: ωB97M-V/def2-TZVPD.

```
16
Properties=species:S:1:pos:R:3
N -0.546 1.040 -0.505
C 0.582 0.048 -0.061
C 0.415 -1.428 -0.434
S -0.926 -2.270 0.272
S -0.550 -4.172 -0.282
H -0.895 1.350 0.401
H -1.222 0.563 -1.100
H -0.073 1.840 -0.927
H 0.531 0.112 1.023
H 1.518 0.312 -0.585
H 0.509 -1.608 -1.500
H 1.406 -1.836 -0.067
H -1.138 -4.212 -1.492
H -0.165 4.170 1.716
H 0.653 2.859 2.009
O -0.099 3.232 1.529
```

Calculated values
Net charge   +1
Maximum force   0.055 hartree/bohr
Relative energy (zero: lowest compared OMol25 entry of this formula, charge and spin)   83.4 kJ/mol
Lowest unoccupied orbital energy   -3.5 eV

=====

6.
7 unconnected molecules or ions with the total composition C21H37BCl12O4Si. Source: OMol25; level of theory: ωB97M-V/def2-TZVPD.

```
76
Properties=species:S:1:pos:R:3
C 0.996 5.009 0.007
O -0.253 4.284 0.168
B -0.430 3.310 -0.916
O -0.924 3.818 -2.172
Si -0.014 1.451 -0.498
C -1.544 0.518 0.255
C -2.273 1.391 1.400
C -3.808 1.612 0.969
C -4.803 0.456 1.552
O -5.171 -0.509 0.512
C -6.222 -0.024 -0.296
C -7.040 -1.104 -1.186
O -6.566 1.174 -0.426
C 0.677 0.441 -1.996
C 0.894 -1.070 -1.438
C -0.152 -2.176 -1.710
C 0.078 -3.592 -1.128
C 1.374 -3.813 -0.280
C 2.428 -2.705 0.003
C 3.741 -2.919 0.911
C 2.203 -1.290 -0.589
H 1.070 5.358 -1.082
H 1.922 4.401 0.319
H 0.909 5.969 0.644
H -0.207 3.946 -2.834
H 1.007 1.453 0.569
H -2.260 0.301 -0.618
H -1.134 -0.493 0.633
H -2.263 0.749 2.359
H -1.775 2.397 1.617
H -4.145 2.642 1.337
H -3.943 1.572 -0.175
H -5.730 1.012 1.960
H -4.279 -0.131 2.392
H -7.990 -1.453 -0.653
H -7.332 -0.601 -2.182
H -6.390 -2.019 -1.396
H -0.036 0.420 -2.894
H 1.694 0.842 -2.375
H -1.077 -1.871 -2.321
H -0.683 -4.439 -1.281
H 1.565 -4.848 0.165
H 3.435 -3.686 1.717
H 3.996 -1.961 1.504
H 4.662 -3.228 0.318
H 2.919 -0.400 -0.445
Cl -1.182 -4.263 -4.010
C -2.694 -3.548 -4.585
Cl -3.457 -2.561 -3.331
H -2.482 -2.920 -5.449
H -3.377 -4.347 -4.869
Cl 5.165 -5.371 3.073
C 5.884 -3.913 3.769
Cl 6.367 -2.768 2.511
H 5.153 -3.435 4.420
H 6.763 -4.195 4.346
Cl -1.919 5.186 -5.729
C -0.561 4.204 -6.287
Cl 0.559 3.851 -4.964
H -0.942 3.266 -6.686
H -0.027 4.747 -7.065
Cl 3.153 4.964 3.614
C 2.622 6.648 3.581
Cl 2.407 7.206 1.919
H 1.673 6.730 4.108
H 3.371 7.269 4.070
Cl -0.799 -6.907 -0.045
C -0.110 -7.200 1.556
Cl 1.467 -6.420 1.729
H -0.786 -6.802 2.311
H 0.010 -8.273 1.698
Cl 5.377 0.510 5.139
C 5.353 1.874 4.018
Cl 4.922 1.343 2.387
H 4.620 2.602 4.361
H 6.341 2.330 3.991
```

Calculated values
Maximum force   0.092 hartree/bohr
SMILES   COB(O)[Si@@H](CCCCOC(C)=O)Cc1cccc(C)c1.ClCCl.ClCCl.ClCCl.ClCCl.ClCCl.ClCCl
Relative energy (zero: lowest compared OMol25 entry of this formula, charge and spin)   416.3 kJ/mol
Lowest unoccupied orbital energy   0.5 eV

=====

7.
A single C2H3Br2OP molecule. Source: OMol25; level of theory: ωB97M-V/def2-TZVPD.

```
9
Properties=species:S:1:pos:R:3
C -1.144 0.409 -0.940
C -0.726 0.171 0.291
P 0.979 -0.216 0.459
O 1.771 0.544 -0.755
Br 1.737 -0.048 2.513
Br 1.191 -2.354 0.255
H -2.062 0.840 -1.298
H -0.349 0.515 -1.712
H -1.397 0.140 1.187
```

Calculated values
Maximum force   0.141 hartree/bohr
SMILES   C=CP(=O)(Br)Br
Relative energy (zero: lowest compared OMol25 entry of this formula, charge and spin)   66.1 kJ/mol
Lowest unoccupied orbital energy   -0.1 eV

=====

8.
A single C4H7FS molecule. Source: OMol25; level of theory: ωB97M-V/def2-TZVPD.

```
13
Properties=species:S:1:pos:R:3
F -3.015 -0.971 0.105
C -2.057 -0.128 -0.387
C -0.693 -0.324 0.238
C 0.263 0.460 -0.182
C 1.748 0.584 0.328
S 2.745 -0.922 -0.235
H -2.352 0.883 -0.149
H -2.097 -0.187 -1.480
H -0.636 -1.024 1.116
H 0.110 1.165 -0.990
H 2.141 1.374 -0.258
H 1.785 0.883 1.410
H 2.055 -1.796 0.483
```

Calculated values
Maximum force   0.057 hartree/bohr
SMILES   FC/C=C/CS
Relative energy (zero: lowest compared OMol25 entry of this formula, charge and spin)   148.5 kJ/mol
Lowest unoccupied orbital energy   1.0 eV